{"formula": "C16H43NO20PS6", "method": "wB97M-V/def2-TZVPD", "elements": ["N", "P", "O", "S", "O", "O", "C", "O", "O", "H", "H", "H", "O", "S", "O", "O", "C", "C", "C", "H", "H", "H", "H", "H", "H", "H", "H", "O", "S", "O", "O", "C", "C", "C", "H", "H", "H", "H", "H", "H", "H", "H", "O", "S", "O", "O", "C", "C", "C", "H", "H", "H", "H", "H", "H", "H", "H", "O", "S", "O", "O", "C", "C", "C", "H", "H", "H", "H", "H", "H", "H", "H", "O", "S", "O", "O", "C", "C", "C", "H", "H", "H", "H", "H", "H", "H", "H"], "positions_angstrom": [[4.351, 2.246, 4.407], [3.075, 2.409, 5.265], [1.851, 3.188, 4.540], [0.529, 3.901, 5.275], [0.937, 4.166, 6.648], [-0.465, 2.711, 5.279], [-0.220, 1.363, 4.538], [-0.467, 1.467, 3.352], [0.134, 0.514, 5.296], [4.327, 2.654, 3.482], [3.264, 3.117, 6.455], [2.481, 1.224, 5.694], [6.898, 3.337, 0.073], [7.224, 2.855, 1.385], [6.579, 3.422, 2.523], [8.807, 2.945, 1.561], [9.418, 4.220, 1.266], [9.243, 5.223, 2.387], [7.070, 1.113, 1.455], [9.017, 4.594, 0.323], [10.469, 3.984, 1.112], [8.201, 5.521, 2.494], [9.840, 6.111, 2.175], [9.566, 4.795, 3.335], [7.587, 0.672, 0.608], [6.006, 0.889, 1.410], [7.482, 0.765, 2.397], [7.073, -3.967, -1.562], [6.445, -2.686, -1.442], [6.550, -1.972, -0.207], [4.927, -2.804, -1.849], [4.124, -3.825, -1.189], [3.712, -3.422, 0.209], [6.950, -1.640, -2.761], [4.670, -4.768, -1.194], [3.248, -3.933, -1.825], [4.565, -3.384, 0.885], [2.996, -4.150, 0.591], [3.247, -2.437, 0.204], [6.826, -2.175, -3.698], [7.997, -1.403, -2.587], [6.346, -0.737, -2.737], [-5.531, 3.407, 2.501], [-5.689, 2.395, 1.500], [-5.856, 1.033, 1.904], [-4.529, 2.517, 0.446], [-3.138, 2.563, 0.913], [-2.575, 1.219, 1.288], [-7.006, 2.833, 0.418], [-3.069, 3.271, 1.738], [-2.611, 2.989, 0.062], [-3.033, 0.828, 2.194], [-1.509, 1.320, 1.482], [-2.743, 0.497, 0.486], [-6.854, 3.858, 0.089], [-7.932, 2.747, 0.979], [-7.018, 2.146, -0.422], [0.436, -5.090, -2.960], [0.060, -5.977, -1.901], [0.962, -6.171, -0.808], [-0.322, -7.383, -2.528], [0.636, -7.979, -3.439], [1.799, -8.628, -2.720], [-1.526, -5.551, -1.288], [0.969, -7.218, -4.145], [0.054, -8.714, -3.990], [2.429, -7.888, -2.231], [2.405, -9.179, -3.440], [1.440, -9.319, -1.958], [-2.209, -5.444, -2.126], [-1.411, -4.605, -0.762], [-1.856, -6.328, -0.604], [-8.770, 1.446, -3.629], [-9.377, 2.585, -3.011], [-9.405, 2.671, -1.584], [-10.846, 2.753, -3.582], [-11.701, 1.582, -3.550], [-12.276, 1.318, -2.176], [-8.700, 4.066, -3.668], [-11.139, 0.727, -3.926], [-12.486, 1.808, -4.269], [-11.504, 1.014, -1.472], [-13.017, 0.520, -2.243], [-12.756, 2.214, -1.783], [-8.719, 4.009, -4.752], [-7.677, 4.126, -3.303], [-9.284, 4.906, -3.303]], "e_tot_ha": -4925.4919, "total_charge": -1, "homo_energy_ev": -5.6, "orbital_gap_ev": 7.19}

---

{"formula": "C16H44AlN5O7", "method": "wB97M-V/def2-TZVPD", "elements": ["Al", "N", "O", "O", "O", "C", "C", "C", "O", "C", "N", "H", "H", "H", "H", "H", "H", "H", "H", "H", "H", "H", "C", "C", "C", "O", "C", "N", "H", "H", "H", "H", "H", "H", "H", "H", "H", "H", "H", "C", "C", "C", "O", "C", "N", "H", "H", "H", "H", "H", "H", "H", "H", "H", "H", "H", "C", "C", "C", "O", "C", "N", "H", "H", "H", "H", "H", "H", "H", "H", "H", "H", "H"], "positions_angstrom": [[3.296, 0.396, 4.023], [2.300, 0.935, 0.051], [1.311, 0.383, -0.492], [2.994, 1.602, -0.718], [2.532, 0.886, 1.250], [1.126, 0.192, -5.552], [1.555, -0.254, -4.156], [2.732, -1.242, -4.195], [3.293, -1.426, -2.929], [2.477, -2.179, -2.051], [1.965, 0.946, -3.481], [1.684, 1.042, -5.934], [0.049, 0.369, -5.605], [1.259, -0.599, -6.299], [0.683, -0.683, -3.617], [3.542, -0.782, -4.766], [2.472, -2.195, -4.662], [3.060, -2.347, -1.144], [2.360, -3.189, -2.456], [1.560, -1.633, -1.808], [1.202, 1.618, -3.394], [2.259, 0.733, -2.523], [-2.186, -3.510, -0.052], [-1.420, -2.708, -1.095], [-1.851, -3.129, -2.499], [-1.075, -2.392, -3.423], [-1.581, -2.460, -4.736], [-1.606, -1.229, -0.925], [-3.252, -3.305, -0.119], [-1.726, -3.360, 0.921], [-2.095, -4.576, -0.281], [-0.337, -2.894, -1.109], [-2.934, -2.947, -2.568], [-1.698, -4.206, -2.603], [-0.821, -2.161, -5.455], [-2.520, -1.910, -4.842], [-1.840, -3.481, -5.048], [-1.671, -0.995, -1.921], [-0.704, -0.834, -0.669], [0.277, -1.136, 2.563], [-0.187, -0.368, 3.774], [-0.035, -1.186, 5.039], [1.355, -1.408, 5.220], [1.583, -2.316, 6.299], [0.493, 0.932, 3.972], [-0.232, -2.096, 2.444], [1.342, -1.380, 2.539], [0.043, -0.629, 1.622], [-1.244, -0.123, 3.617], [-0.598, -2.120, 4.957], [-0.430, -0.610, 5.886], [2.643, -2.437, 6.500], [1.166, -3.296, 6.053], [1.063, -1.937, 7.183], [0.258, 1.553, 3.180], [-0.087, 1.377, 4.687], [-0.688, 4.969, 2.812], [-0.888, 3.864, 1.778], [-1.241, 4.407, 0.362], [-2.476, 4.993, 0.215], [-3.570, 4.079, 0.156], [0.302, 3.038, 1.770], [-1.641, 5.483, 2.944], [-0.038, 5.779, 2.462], [-0.244, 4.555, 3.712], [-1.695, 3.232, 2.172], [-1.182, 3.568, -0.353], [-0.462, 5.115, 0.068], [-3.670, 3.669, 1.166], [-3.358, 3.346, -0.624], [-4.484, 4.619, -0.069], [1.109, 3.657, 1.721], [0.423, 2.329, 1.053]], "relative_energy_ev": 0.000, "e_tot_ha": -1677.9365, "total_charge": 2, "homo_energy_ev": -14.1, "orbital_gap_ev": 2.33}

---

{"formula": "C16H44As7F42N3O3", "method": "wB97M-V/def2-TZVPD", "elements": ["C", "C", "N", "C", "C", "C", "C", "C", "O", "C", "H", "H", "H", "H", "H", "H", "H", "H", "H", "H", "H", "H", "H", "H", "H", "H", "H", "H", "H", "H", "C", "C", "C", "O", "C", "N", "H", "H", "H", "H", "H", "H", "H", "H", "H", "H", "H", "H", "C", "C", "C", "O", "C", "N", "H", "H", "H", "H", "H", "H", "H", "H", "H", "H", "H", "H", "As", "F", "F", "F", "F", "F", "F", "As", "F", "F", "F", "F", "F", "F", "As", "F", "F", "F", "F", "F", "F", "As", "F", "F", "F", "F", "F", "F", "As", "F", "F", "F", "F", "F", "F", "As", "F", "F", "F", "F", "F", "F", "As", "F", "F", "F", "F", "F", "F"], "positions_angstrom": [[-0.114, 3.684, -2.328], [-0.647, 4.062, -3.690], [-0.187, 3.064, -4.771], [1.319, 2.931, -4.794], [-0.858, 1.738, -4.504], [-0.604, 0.666, -5.570], [-0.539, 3.545, -6.150], [-2.027, 3.584, -6.515], [-2.702, 4.511, -5.672], [-4.082, 4.536, -5.924], [-0.592, 4.330, -1.591], [0.967, 3.769, -2.210], [-0.332, 2.676, -1.972], [-0.431, 5.120, -3.828], [-1.716, 3.889, -3.741], [1.650, 3.957, -4.942], [1.674, 2.291, -5.592], [1.587, 2.545, -3.823], [-1.881, 1.889, -4.152], [-0.437, 1.277, -3.611], [-1.246, 0.707, -6.455], [-0.654, -0.311, -5.101], [0.396, 0.800, -5.981], [-0.048, 2.920, -6.894], [-0.143, 4.560, -6.200], [-2.422, 2.624, -6.166], [-2.132, 3.852, -7.567], [-4.457, 5.368, -5.325], [-4.654, 3.681, -5.542], [-4.353, 4.687, -6.974], [1.240, 1.656, 0.891], [0.631, 0.287, 1.119], [1.295, -0.508, 2.250], [0.372, -1.550, 2.554], [0.812, -2.434, 3.567], [-0.886, 0.452, 1.454], [-0.900, 0.248, 2.459], [-1.109, 1.449, 1.394], [-1.544, -0.168, 0.988], [2.281, 1.556, 0.592], [1.310, 2.319, 1.760], [0.531, 2.212, 0.275], [0.548, -0.279, 0.198], [1.553, 0.104, 3.115], [2.244, -0.942, 1.918], [0.812, -2.035, 4.585], [1.833, -2.802, 3.415], [0.072, -3.228, 3.546], [-1.798, -6.428, 1.444], [-0.470, -5.809, 1.061], [-0.476, -4.296, 0.859], [0.851, -4.060, 0.404], [1.067, -2.740, -0.082], [0.557, -6.169, 2.095], [0.400, -5.812, 3.053], [0.574, -7.183, 2.084], [1.458, -5.735, 1.867], [-2.442, -6.442, 0.562], [-2.360, -5.880, 2.193], [-1.790, -7.475, 1.766], [-0.267, -6.241, 0.080], [-0.640, -3.704, 1.754], [-1.238, -3.967, 0.144], [0.312, -2.436, -0.818], [2.068, -2.558, -0.471], [1.011, -1.885, 0.637], [-1.584, 2.163, 4.697], [-1.609, 1.401, 6.258], [-2.348, 0.783, 3.959], [-1.512, 3.006, 3.155], [-0.832, 3.617, 5.351], [-0.039, 1.487, 4.236], [-3.139, 2.888, 5.073], [3.127, 0.249, -2.803], [2.366, -0.404, -1.398], [1.524, 0.220, -3.556], [3.820, 0.967, -4.249], [4.720, 0.022, -2.170], [3.336, -1.398, -3.424], [2.945, 1.825, -2.105], [0.850, -5.948, 6.166], [-0.036, -5.704, 4.662], [-0.427, -7.014, 6.690], [1.824, -6.205, 7.601], [2.093, -4.922, 5.474], [0.187, -4.555, 6.920], [1.686, -7.315, 5.394], [5.618, -0.951, 4.364], [6.314, -1.115, 5.962], [7.191, -0.904, 3.585], [4.880, -0.982, 2.762], [3.991, -1.001, 4.992], [5.656, 0.773, 4.491], [5.699, -2.713, 4.290], [-3.680, 2.076, -0.549], [-3.066, 3.029, -1.940], [-2.642, 0.764, -1.047], [-4.231, 1.259, 0.867], [-4.686, 3.459, -0.226], [-5.026, 1.452, -1.471], [-2.375, 2.668, 0.469], [-4.835, -3.376, 1.536], [-4.843, -3.873, -0.147], [-6.143, -2.280, 1.102], [-4.995, -2.843, 3.195], [-3.474, -4.390, 1.995], [-3.694, -2.116, 1.153], [-5.852, -4.776, 1.896], [3.560, 5.700, -0.044], [3.461, 7.396, -0.612], [5.107, 5.521, -0.851], [3.603, 4.094, 0.573], [2.037, 5.972, 0.778], [2.754, 5.295, -1.545], [4.472, 6.225, 1.367]], "relative_energy_ev": 0.000, "e_tot_ha": -20871.7296, "total_charge": -4, "homo_energy_ev": -2.4, "orbital_gap_ev": 7.65}

---

{"formula": "C16H44BN4O18", "method": "wB97M-V/def2-TZVPD", "elements": ["O", "C", "O", "B", "O", "C", "O", "O", "C", "O", "C", "O", "O", "C", "O", "H", "H", "H", "H", "C", "O", "H", "H", "H", "H", "C", "O", "H", "H", "H", "H", "C", "O", "H", "H", "H", "H", "C", "O", "H", "H", "H", "H", "C", "O", "H", "H", "H", "H", "C", "O", "H", "H", "H", "H", "C", "O", "N", "N", "H", "H", "H", "H", "C", "O", "N", "N", "H", "H", "H", "H", "C", "C", "C", "O", "H", "H", "H", "H", "H", "H", "H", "H"], "positions_angstrom": [[-2.493, 6.370, -0.315], [-2.201, 5.136, -0.318], [-0.930, 4.589, -0.347], [-1.000, 3.119, -0.569], [-2.495, 2.915, -0.582], [-3.197, 3.963, -0.340], [-4.392, 4.034, -0.100], [-0.390, 2.259, 0.487], [0.447, 1.398, 0.010], [1.114, 0.481, 0.553], [0.471, 1.666, -1.576], [-0.499, 2.613, -1.848], [1.248, 1.162, -2.396], [5.442, -5.371, 2.658], [4.746, -6.347, 1.864], [6.501, -5.349, 2.402], [5.117, -4.336, 2.553], [5.364, -5.612, 3.719], [4.027, -6.665, 2.415], [4.638, 2.367, -7.273], [4.955, 3.268, -8.251], [4.361, 2.828, -6.325], [3.777, 1.822, -7.659], [5.421, 1.635, -7.073], [5.760, 2.815, -8.512], [-4.281, -1.708, 2.796], [-4.934, -0.542, 2.345], [-4.746, -2.045, 3.722], [-4.293, -2.597, 2.166], [-3.210, -1.632, 2.984], [-4.544, -0.194, 1.540], [-4.395, 0.630, -4.665], [-5.617, 0.124, -5.152], [-3.606, 0.395, -5.379], [-4.450, 1.692, -4.426], [-4.205, 0.165, -3.698], [-5.474, -0.813, -5.304], [-9.841, 2.119, 2.743], [-9.469, 0.837, 3.301], [-10.902, 2.076, 2.495], [-9.704, 2.809, 3.575], [-9.274, 2.411, 1.859], [-8.524, 0.878, 3.137], [6.514, 1.935, 2.603], [6.886, 3.204, 2.982], [5.449, 1.779, 2.775], [6.751, 1.685, 1.569], [7.117, 1.194, 3.128], [6.243, 3.580, 3.588], [-4.567, 8.313, -4.917], [-5.638, 8.447, -5.789], [-3.697, 8.236, -5.568], [-4.361, 9.166, -4.270], [-4.541, 7.344, -4.419], [-5.926, 7.555, -5.995], [0.124, -5.568, -3.771], [-0.882, -4.945, -4.176], [1.262, -5.044, -3.436], [0.167, -6.883, -3.771], [1.299, -4.049, -3.603], [2.063, -5.515, -3.040], [1.053, -7.349, -3.638], [-0.596, -7.467, -4.079], [7.090, -4.325, -2.401], [7.759, -3.643, -3.148], [7.542, -5.395, -1.794], [6.044, -3.933, -1.878], [8.529, -5.600, -1.846], [7.045, -5.870, -1.053], [5.799, -4.470, -1.058], [5.668, -3.022, -2.100], [0.148, 0.251, 6.763], [-0.442, -0.105, 8.138], [-1.358, -1.259, 7.946], [0.659, -0.526, 8.912], [-0.666, 0.409, 6.055], [0.788, -0.543, 6.379], [0.590, 1.240, 6.882], [-0.830, 0.743, 8.702], [-0.990, -2.080, 7.333], [-2.223, -0.907, 7.384], [-1.675, -1.703, 8.890], [1.483, -0.247, 8.505]], "e_tot_ha": -2234.3695, "total_charge": -1, "homo_energy_ev": -7.4, "orbital_gap_ev": 8.72}

---

{"formula": "C16H44BrN4O4", "method": "wB97M-V/def2-TZVPD", "elements": ["Br", "C", "C", "O", "N", "H", "H", "C", "H", "H", "H", "H", "H", "H", "C", "C", "O", "N", "H", "H", "C", "H", "H", "H", "H", "H", "H", "C", "N", "C", "C", "C", "C", "O", "H", "H", "H", "H", "H", "H", "H", "H", "H", "H", "H", "H", "H", "H", "C", "N", "C", "C", "C", "C", "O", "H", "H", "H", "H", "H", "H", "H", "H", "H", "H", "H", "H", "H", "H"], "positions_angstrom": [[13.164, 15.215, -20.572], [14.428, 14.400, -24.037], [13.801, 15.598, -24.679], [13.378, 15.671, -25.777], [13.507, 16.845, -23.820], [12.487, 16.907, -23.780], [13.816, 16.740, -22.844], [14.029, 18.131, -24.431], [13.729, 14.018, -23.293], [15.349, 14.709, -23.535], [14.638, 13.710, -24.845], [15.000, 18.323, -23.985], [13.347, 18.928, -24.157], [14.088, 17.998, -25.504], [13.116, 18.411, -17.517], [14.555, 18.042, -17.567], [15.365, 18.217, -16.729], [15.086, 17.490, -18.898], [15.921, 17.014, -18.543], [14.435, 16.748, -19.236], [15.433, 18.603, -19.857], [12.673, 18.027, -16.596], [12.533, 18.029, -18.355], [12.988, 19.493, -17.442], [15.234, 19.560, -19.378], [14.820, 18.462, -20.736], [16.508, 18.592, -20.000], [7.571, 13.269, -20.806], [8.992, 13.784, -20.686], [9.627, 13.595, -22.012], [8.962, 15.255, -20.384], [9.859, 13.070, -19.687], [9.499, 13.253, -18.232], [8.125, 12.980, -18.027], [7.152, 13.707, -21.707], [7.005, 13.517, -19.924], [7.658, 12.192, -20.932], [9.504, 12.564, -22.340], [10.676, 13.881, -21.999], [9.107, 14.202, -22.754], [8.542, 15.386, -19.393], [8.366, 15.782, -21.121], [10.000, 15.591, -20.396], [10.878, 13.421, -19.856], [9.766, 12.009, -19.924], [9.743, 14.251, -17.848], [10.111, 12.571, -17.634], [7.960, 12.751, -17.106], [12.971, 10.709, -15.668], [13.711, 11.550, -14.706], [12.751, 12.271, -13.822], [14.533, 10.668, -13.801], [14.633, 12.521, -15.384], [13.987, 13.734, -16.044], [13.088, 13.447, -17.099], [12.427, 11.363, -16.343], [12.260, 10.107, -15.107], [13.692, 10.087, -16.187], [12.107, 12.928, -14.401], [13.267, 12.842, -13.058], [12.118, 11.492, -13.400], [13.931, 9.849, -13.427], [14.979, 11.292, -13.033], [15.354, 10.277, -14.405], [15.263, 11.951, -16.061], [15.208, 12.974, -14.574], [14.866, 14.277, -16.417], [13.569, 14.379, -15.266], [13.351, 13.937, -17.891]], "relative_energy_ev": 0.785, "e_tot_ha": -3729.1002, "total_charge": 3, "homo_energy_ev": -16.8, "orbital_gap_ev": 9.82}